DFT (the ωB97M-V functional and the def2-TZVPD basis) results for the molecule C8H9N3O2S in a non-equilibrium geometry.

Each atom is followed by the atoms it is bonded to, with distances in Å.
Positions of all 23 atoms, in Å:
1 C 0.2647 -3.0471 0.5566  C2 1.419, C3 1.449, H15 1.028
2 C -0.5563 -2.8113 1.6897  C1 1.419, C4 1.413, H16 1.010
3 C 0.3429 -2.0547 -0.4965  C1 1.449, C6 1.396, H17 1.093
4 C -0.9634 -1.4749 1.9038  C2 1.413, C7 1.384, H18 1.067
5 C -0.2908 0.3466 -1.2281  C6 1.445, S14 1.772, H19 1.046
6 C -0.2300 -0.7914 -0.3393  C3 1.396, C5 1.445, C7 1.420
7 C -0.9440 -0.5587 0.8661  C4 1.384, C6 1.420, N9 1.367
8 C -1.3482 1.5565 0.2697  N9 1.225, N10 1.256
9 N -1.4361 0.6888 1.1300  C7 1.367, C8 1.225
10 N -1.6147 2.7241 -0.1094  C8 1.256, H20 1.005, H21 1.122
11 N 1.9591 1.5031 -0.1724  S14 1.682, H22 1.063, H23 0.957
12 O 2.0914 0.7446 -2.5628  S14 1.475
13 O 0.6814 2.6614 -1.9123  S14 1.423
14 S 1.1230 1.3399 -1.6223  C5 1.772, N11 1.682, O12 1.475, O13 1.423
15 H 0.6679 -3.9908 0.4905  C1 1.028
16 H -0.6164 -3.4389 2.4791  C2 1.010
17 H 1.0704 -2.0361 -1.3115  C3 1.093
18 H -1.3886 -1.1396 2.8237  C4 1.067
19 H -0.9041 0.4033 -2.0734  C5 1.046
20 H -1.9139 3.4114 0.5596  N10 1.005
21 H -0.9178 3.1517 -0.8776  N10 1.122
22 H 2.3741 0.5566 0.0764  N11 1.063
23 H 2.5496 2.2554 -0.1394  N11 0.957

Its orbital gap is 0.3312 Ha. The highest occupied orbital energy comes out at -8.5 eV. As for the energy above the lowest of the compared OMol25 structures with the same formula, charge and spin: 1.6132 eV. As for the total charge: 0. For the total energy, the calculation gives -27839.246 eV. For the LUMO energy, the calculation gives 0.49 eV.

List of natural (NBO) charges in e, atom by atom: -0.215, -0.181, -0.189, -0.210, -0.629, -0.117, 0.150, 0.662, -0.505, -0.828, -1.080, -0.935, -0.987, 2.267, 0.210, 0.206, 0.228, 0.221, 0.248, 0.410, 0.473, 0.402, 0.400